(1)
Below is the molecule C3H5NOS2 at a distorted geometry, with properties calculated with ωB97M-V/def2-TZVPD.

```
12
Properties=species:S:1:pos:R:3:forces:R:3:mulliken_charge:R:1
C 1.825 0.170 0.778 2.2 0.1 0.4 -0.8166
N 0.631 -0.414 0.472 -3.4 1.8 -2.1 0.0059
C -0.208 0.191 -0.393 -0.1 -0.8 0.3 0.6615
O 0.177 1.018 -1.178 -1.1 1.0 -0.7 -0.5885
C -1.697 -0.396 -0.270 0.3 -0.5 -0.8 0.2015
S -2.033 -1.696 0.688 0.1 0.9 -0.5 -0.3477
S -2.932 0.134 -1.400 1.5 1.6 -0.1 -0.1595
H 1.734 1.159 0.336 0.9 0.2 0.2 0.2874
H 2.040 0.173 1.845 -0.1 0.2 0.1 0.2959
H 2.572 -0.448 0.305 1.1 0.4 -0.2 0.2907
H 0.169 -1.178 0.781 -0.7 -3.2 2.5 -0.0186
H -2.278 1.287 -1.965 -0.6 -1.7 0.9 0.1879
```
Positions in Å, forces in eV/Å.

Calculated values
**Strongest force on any atom**: 4.37 eV Å⁻¹
**Charge**: 0
**E_HOMO**: -9.25 eV
**Kohn-Sham gap**: 8.12 eV
**SMILES**: CNC(=O)C(=S)S
**E_LUMO**: -1.12 eV



(2)
Below is the molecule C4H7NOS at a distorted geometry, with properties calculated with ωB97M-V/def2-TZVPD.

```
14
Properties=species:S:1:pos:R:3:forces:R:3:mulliken_charge:R:1
C -0.891 1.241 1.932 0.1 -0.7 -0.1 -0.8868
C -0.859 1.471 0.616 0.7 0.0 1.6 0.5577
O -1.018 2.729 0.150 0.5 -0.3 -1.2 -0.4391
N -0.564 0.423 -0.357 -0.1 1.6 -0.4 -0.0712
S -1.560 0.583 -1.707 -0.4 -0.4 -1.0 -0.3428
C 0.473 -0.331 -0.268 0.8 -1.4 2.4 0.2293
C 0.851 -1.288 -1.355 -0.4 1.0 -2.3 -1.0422
H -1.131 2.002 2.647 0.0 0.6 -0.2 0.2888
H -0.676 0.288 2.412 -0.3 0.0 -0.6 0.2746
H -0.767 2.788 -0.813 -0.7 -0.4 1.1 0.2992
H 0.931 -0.324 0.794 -0.3 0.1 -2.1 0.2671
H -0.011 -2.039 -1.630 1.8 1.3 0.7 0.2641
H 1.902 -1.658 -1.356 -1.1 -0.3 0.9 0.3241
H 0.939 -0.600 -2.292 -0.7 -1.0 1.2 0.2774
```
Positions in Å, forces in eV/Å.

Calculated values
**Strongest force on any atom**: 2.89 eV Å⁻¹
**Charge**: 0
**E_HOMO (spin up / spin down)**: -8.28 / -8.28 eV
**Kohn-Sham gap (spin up / spin down)**: 8.30 / 8.30 eV
**SMILES**: C=C(O)/[N+]([S-])=C/C
**E_LUMO (spin up / spin down)**: 0.01 / 0.01 eV



(3)
Below is a 9-piece molecular cluster, C54H135N9O18 overall at a distorted geometry, with properties calculated with ωB97M-V/def2-TZVPD.

```
216
Properties=species:S:1:pos:R:3:forces:R:3:mulliken_charge:R:1
C 4.220 -1.744 -0.702 0.0 -1.0 -0.5 -0.5964
O 5.170 -2.369 0.169 -0.8 1.3 0.4 -0.4187
C 5.571 -1.461 1.198 1.0 -0.6 0.4 0.0221
C 6.680 -2.165 1.985 0.6 -0.8 -0.2 -0.6528
N 7.762 -2.436 1.028 -0.2 0.9 -0.5 -0.3294
C 8.650 -3.495 1.419 1.1 0.1 0.9 -0.6351
C 9.793 -3.681 0.405 -0.5 0.8 0.3 -0.4486
O 10.538 -4.860 0.582 -0.8 -0.1 -0.1 -0.3058
C 11.240 -5.246 -0.577 0.4 -0.5 0.4 -0.6732
H 4.682 -1.552 -1.672 0.1 0.1 0.0 0.3411
H 3.766 -0.816 -0.355 0.2 0.0 0.4 0.0993
H 3.428 -2.477 -0.853 -0.1 0.1 -0.1 0.2552
H 4.748 -1.117 1.828 -0.2 -0.3 0.0 0.2829
H 6.024 -0.576 0.740 0.0 0.1 0.0 0.3642
H 6.450 -3.161 2.395 -1.1 0.2 0.0 0.3328
H 7.002 -1.615 2.874 0.1 0.4 -0.4 0.0325
H 7.285 -2.615 0.152 0.3 -0.3 -0.1 0.3183
H 8.161 -4.458 1.629 -0.1 -0.1 -0.1 0.3860
H 9.101 -3.133 2.350 0.0 -0.4 0.2 0.2475
H 10.512 -2.860 0.494 -0.4 0.4 -0.2 0.3039
H 9.258 -3.609 -0.552 0.6 -0.3 -0.4 0.3037
H 10.637 -5.139 -1.481 -0.1 -0.1 0.0 0.3235
H 11.506 -6.288 -0.395 -0.1 0.0 -0.4 0.2332
H 12.193 -4.720 -0.716 -0.2 0.3 0.1 0.2664
C -2.891 0.751 -4.177 0.7 0.1 -0.1 -0.6625
O -2.120 0.237 -5.250 0.1 -0.2 -0.2 -0.2745
C -2.098 1.019 -6.408 -1.4 0.2 -1.4 -0.4477
C -1.760 0.224 -7.678 2.3 -0.4 0.1 -0.9279
N -2.693 -0.719 -8.225 -1.4 -0.8 1.7 -0.2185
C -2.990 -1.821 -7.276 -0.2 -0.4 -1.0 -0.0695
C -3.674 -2.959 -8.042 -1.7 0.2 0.3 -0.1021
O -3.334 -3.050 -9.406 0.6 0.3 0.1 -0.4136
C -3.951 -4.127 -10.068 1.0 -0.9 1.0 -0.6388
H -2.456 0.173 -3.364 -0.7 0.3 0.6 0.1807
H -3.974 0.658 -4.295 0.0 -0.6 -0.1 0.2548
H -2.755 1.828 -4.022 0.5 0.0 0.1 0.3938
H -1.378 1.844 -6.364 0.1 0.0 0.3 0.3541
H -3.093 1.467 -6.547 0.0 0.1 0.0 0.3064
H -0.807 -0.279 -7.422 0.0 -0.3 0.3 0.3931
H -1.360 0.906 -8.434 -0.8 0.3 -0.1 0.5289
H -2.494 -1.221 -9.078 0.7 0.8 -0.3 0.2866
H -3.741 -1.526 -6.546 0.3 0.2 0.2 -0.2943
H -2.128 -2.243 -6.748 0.3 0.5 0.0 0.3222
H -4.749 -2.739 -7.964 -0.1 -0.1 -0.2 0.2997
H -3.559 -3.927 -7.539 0.4 0.0 0.0 -0.0295
H -3.884 -5.022 -9.429 -0.3 0.1 0.2 0.1620
H -3.279 -4.409 -10.878 -0.6 0.4 -0.6 0.3050
H -5.008 -3.967 -10.284 0.1 0.2 -0.4 0.2812
C 8.505 -2.744 8.248 0.6 -0.1 -0.1 -0.7955
O 7.717 -2.079 7.287 -0.1 0.7 1.1 -0.3037
C 6.569 -2.844 6.889 1.1 1.1 -0.7 -0.7996
C 5.543 -1.817 6.375 0.4 -1.4 0.8 -0.5309
N 5.988 -1.180 5.165 -0.1 -0.2 0.2 0.0306
C 5.271 0.007 4.718 -0.1 -0.6 0.6 -0.3259
C 5.190 1.184 5.718 1.4 1.1 -1.0 -0.5272
O 4.289 2.247 5.433 -1.1 -0.6 0.2 -0.4351
C 4.012 2.529 4.089 0.6 0.4 -0.5 -0.4199
H 9.273 -2.128 8.722 -0.2 0.7 -0.6 0.2571
H 9.072 -3.521 7.726 -0.2 -0.5 0.4 0.2986
H 7.926 -3.088 9.110 -0.2 -0.5 -0.3 0.3042
H 6.177 -3.426 7.726 -0.1 0.0 0.0 0.5472
H 7.009 -3.482 6.113 -0.9 -0.4 -0.2 0.3262
H 5.403 -1.164 7.244 -0.1 0.3 -0.2 0.2230
H 4.621 -2.396 6.256 -0.2 0.3 -0.4 0.2451
H 6.994 -1.184 5.105 0.0 0.6 0.1 0.3946
H 4.289 -0.372 4.425 -0.2 0.5 -0.2 -0.0899
H 5.832 0.395 3.870 -0.4 -0.2 -0.4 0.4927
H 6.165 1.672 5.561 0.3 -0.3 0.7 0.3127
H 5.073 0.967 6.776 -0.2 -0.4 -0.1 0.2808
H 4.918 2.547 3.466 0.2 -0.1 0.1 0.3530
H 3.643 3.554 4.050 -0.3 -0.1 0.1 0.2083
H 3.304 1.866 3.586 -0.2 -0.2 0.3 0.0900
C -1.672 -11.163 -7.205 0.6 0.7 -0.9 -0.6177
O -1.940 -10.102 -8.132 0.3 -0.5 1.1 -0.3375
C -1.150 -8.942 -7.898 -1.2 1.2 -0.7 -0.8025
C -2.028 -7.802 -7.334 0.9 -0.1 0.1 -0.3180
N -2.021 -7.891 -5.867 0.2 0.0 -0.9 -0.1332
C -2.844 -6.965 -5.142 -0.8 0.6 1.6 -0.4284
C -2.201 -6.470 -3.823 0.0 0.0 -0.5 -0.4501
O -3.025 -5.447 -3.296 -0.8 -0.6 -0.1 -0.2343
C -2.618 -4.951 -2.063 2.1 1.3 -0.2 -0.6399
H -0.585 -11.281 -7.167 0.0 -0.4 0.1 0.2959
H -2.120 -12.048 -7.650 -0.1 -0.1 0.4 0.2530
H -2.000 -10.948 -6.186 -0.4 -0.1 -0.1 0.2259
H -0.832 -8.646 -8.901 0.4 0.1 0.2 0.3297
H -0.316 -9.061 -7.205 0.1 -0.4 -0.2 0.4484
H -2.986 -7.864 -7.860 -0.3 -0.1 0.4 0.2885
H -1.600 -6.829 -7.590 0.1 0.0 -0.1 0.3474
H -2.242 -8.845 -5.622 -0.2 0.0 0.3 0.1553
H -3.814 -7.407 -4.887 -0.1 0.0 0.1 0.2500
H -3.114 -6.021 -5.622 0.4 -0.3 -0.8 0.0572
H -1.227 -6.021 -4.044 0.2 -0.3 0.0 0.3216
H -2.081 -7.290 -3.109 0.1 0.0 0.1 0.2519
H -3.074 -3.974 -1.917 -0.9 -0.5 0.4 0.0671
H -1.567 -4.604 -2.127 0.2 -0.3 -0.2 0.3154
H -2.562 -5.619 -1.199 -0.9 -0.2 -0.1 0.3569
C 2.361 2.141 0.961 0.0 -0.3 -0.6 -0.0964
O 1.321 1.629 1.772 0.9 0.4 1.0 0.1018
C 0.393 2.613 2.221 -0.5 -0.6 -1.5 0.2115
C -0.836 1.894 2.701 -1.6 0.7 1.3 -1.5550
N -1.597 1.066 1.789 0.5 0.3 0.6 0.1233
C -2.055 1.707 0.561 0.9 -0.9 -0.3 -0.5905
C -2.825 0.626 -0.172 -0.5 1.1 -1.1 -0.3999
O -1.944 -0.399 -0.544 0.4 -0.4 -0.4 -0.3074
C -2.584 -1.619 -0.885 0.2 0.0 1.6 -0.9139
H 2.908 3.023 1.305 -0.5 0.2 0.4 0.3796
H 1.939 2.344 -0.028 0.2 0.2 -0.1 -0.3053
H 3.141 1.386 0.847 -0.2 -0.3 0.1 -0.0242
H 0.103 3.163 1.314 0.0 0.4 0.2 0.1255
H 0.726 3.321 2.986 0.5 -0.2 0.0 0.1493
H -1.534 2.660 3.075 0.1 0.3 -0.4 0.4968
H -0.709 1.372 3.657 0.6 -0.5 -0.3 0.3808
H -1.022 0.259 1.578 -0.2 0.0 -0.4 -0.1133
H -1.221 2.043 -0.066 0.0 0.0 -0.1 0.1679
H -2.656 2.599 0.743 -0.2 -0.2 0.3 0.5908
H -3.213 0.983 -1.138 -0.4 0.4 0.3 0.3753
H -3.663 0.345 0.478 0.1 -0.6 -0.1 0.1103
H -2.975 -1.930 0.092 -0.4 -0.8 -0.3 0.4496
H -1.822 -2.321 -1.214 0.1 0.1 0.0 0.2974
H -3.396 -1.623 -1.618 0.1 0.7 -0.1 0.2137
C -4.454 -6.562 5.451 0.0 -0.7 1.1 -0.7166
O -4.196 -5.204 5.231 0.1 0.2 0.2 -0.3014
C -2.916 -5.010 4.673 0.1 0.3 -1.1 -0.3976
C -2.786 -3.595 4.135 0.3 0.8 1.4 -0.6192
N -1.454 -3.389 3.615 1.4 -0.1 -1.8 -0.0984
C -1.110 -2.112 3.027 -1.1 2.2 0.0 -0.6265
C 0.323 -1.939 2.519 -0.4 -0.3 0.3 0.1245
O 1.186 -2.649 3.389 0.2 -1.1 -0.2 -0.3956
C 2.522 -2.597 2.970 1.1 1.4 0.1 -0.6552
H -5.482 -6.745 5.768 -0.2 0.5 -0.4 0.2632
H -3.882 -6.926 6.317 0.3 0.0 -0.2 0.2940
H -4.231 -7.219 4.606 0.0 0.2 -0.2 0.3125
H -2.865 -5.697 3.821 0.6 0.0 0.0 0.2941
H -2.039 -5.137 5.319 -0.4 -0.6 0.5 0.2784
H -2.844 -2.872 4.964 -1.0 -0.2 0.2 0.3367
H -3.632 -3.441 3.464 0.5 0.4 -0.5 0.3077
H -0.704 -3.451 4.296 -0.5 -0.9 0.4 0.2906
H -1.285 -1.244 3.690 0.0 -0.3 0.7 0.2316
H -1.766 -1.773 2.216 -0.1 -0.8 -0.3 0.0837
H 0.653 -0.895 2.542 -0.4 0.2 -0.1 0.0578
H 0.306 -2.227 1.460 0.8 -0.7 0.1 0.2113
H 2.989 -1.667 3.338 -0.4 0.5 -0.5 -0.0624
H 2.597 -2.631 1.882 0.1 -0.1 0.0 0.3813
H 3.269 -3.262 3.413 -1.0 -1.0 0.1 0.4110
C 0.403 3.104 -2.376 -0.4 -1.7 1.4 -0.5840
O -0.536 3.858 -1.610 0.7 0.9 -1.2 0.0092
C -0.720 5.130 -2.214 -0.2 0.4 0.3 -0.6014
C -1.853 5.857 -1.536 -1.4 -0.7 0.6 -0.7721
N -1.847 7.289 -1.763 0.3 -0.1 -0.1 -0.2704
C -2.501 8.025 -0.688 0.5 -0.6 0.1 -0.6409
C -2.509 9.510 -0.973 -1.4 0.5 1.2 -0.5337
O -3.315 9.784 -2.109 0.9 0.0 -0.4 -0.3015
C -3.863 11.073 -2.092 -1.1 0.4 -0.4 -0.8051
H 1.367 3.548 -2.631 -0.2 0.7 0.2 0.3401
H -0.008 2.620 -3.267 -0.3 0.4 -0.1 0.1901
H 0.583 2.294 -1.661 0.4 -0.3 -0.5 0.0151
H -0.946 4.990 -3.278 0.1 0.1 0.0 0.2834
H 0.154 5.785 -2.121 0.3 -0.3 0.0 0.2927
H -1.938 5.663 -0.460 1.1 0.1 0.1 0.4055
H -2.796 5.335 -1.788 -0.1 0.4 -0.7 0.2828
H -2.292 7.506 -2.646 0.0 0.1 0.0 0.2472
H -1.958 7.851 0.247 0.4 0.2 -0.2 0.3711
H -3.462 7.543 -0.455 -0.5 0.8 -0.3 0.3550
H -1.514 9.963 -0.934 0.2 -0.3 -1.0 0.3299
H -2.989 10.056 -0.146 -0.2 -0.4 0.3 0.3865
H -3.160 11.909 -2.064 0.4 -0.2 0.3 0.3025
H -4.609 11.171 -1.295 0.3 0.1 0.4 0.3356
H -4.458 11.227 -2.995 0.2 -0.3 -0.2 0.2627
C -6.482 0.138 -7.934 -0.9 -0.1 0.7 -0.7775
O -6.514 -0.896 -6.950 0.1 1.1 0.3 -0.3607
C -6.349 -0.423 -5.616 0.0 -1.5 -0.1 0.4215
C -7.109 -1.375 -4.695 0.5 -0.3 1.0 -1.2515
N -6.822 -1.067 -3.298 -0.3 0.7 -1.4 0.0879
C -7.438 0.102 -2.720 -0.6 -1.0 0.4 -0.7636
C -7.071 0.142 -1.252 -0.3 -0.4 0.8 0.0112
O -7.582 -0.995 -0.515 0.5 0.2 -0.4 -0.3779
C -6.830 -1.158 0.660 0.1 -0.6 1.1 -0.4498
H -6.803 -0.385 -8.830 0.5 0.4 -0.4 0.2904
H -5.552 0.707 -7.968 0.4 -0.6 -0.4 0.1983
H -7.232 0.907 -7.709 -0.3 -0.2 0.1 0.4138
H -6.686 0.600 -5.435 -0.1 0.1 -0.4 0.4668
H -5.302 -0.513 -5.325 0.2 0.3 -0.1 -0.2988
H -6.816 -2.418 -4.829 0.4 0.1 -0.4 0.3628
H -8.176 -1.394 -4.939 -0.2 0.4 0.2 0.3358
H -6.262 -1.698 -2.765 -0.1 0.0 0.2 0.1880
H -8.513 -0.011 -2.918 -0.2 0.2 0.6 0.4035
H -7.201 1.068 -3.182 0.6 -0.1 0.0 0.3043
H -7.399 1.016 -0.689 -0.1 0.4 -0.4 0.4558
H -5.979 0.101 -1.188 0.1 0.1 -0.1 -0.2095
H -5.753 -1.084 0.490 0.1 0.2 -0.1 -0.0295
H -6.974 -2.130 1.141 -0.3 -0.3 -0.7 0.2952
H -7.101 -0.514 1.505 -0.1 0.7 -0.5 0.3332
C 1.811 6.427 3.752 -0.2 -0.1 -0.1 -0.7135
O 1.537 7.799 3.962 0.5 -0.8 -0.3 -0.3705
C 2.502 8.439 4.771 0.0 1.3 -0.7 -0.7823
C 1.940 8.687 6.144 0.2 -0.2 0.8 -0.2307
N 2.943 9.357 6.997 -0.7 -0.1 -0.6 -0.3009
C 2.336 10.190 8.047 0.8 -0.3 0.0 -0.7421
C 1.584 9.476 9.152 0.2 1.0 0.7 -0.5022
O 2.406 8.843 10.138 -0.4 -0.5 -1.2 -0.4010
C 3.023 7.674 9.626 0.6 -0.4 1.4 -0.6432
H 1.756 5.864 4.689 0.1 -0.1 0.0 0.3192
H 2.780 6.265 3.271 0.2 0.1 0.2 0.3958
H 1.071 6.018 3.063 -0.2 0.2 0.1 0.2058
H 2.652 9.409 4.271 -0.1 0.1 0.3 0.3124
H 3.527 8.050 4.763 -0.3 -0.9 0.1 0.4377
H 1.632 7.762 6.638 0.1 -0.2 -0.2 0.1523
H 1.016 9.259 5.984 0.0 0.2 0.2 0.2419
H 3.402 10.003 6.361 0.3 0.1 0.3 0.2459
H 1.670 10.914 7.562 -0.1 0.3 0.4 0.4793
H 3.169 10.662 8.575 -0.1 0.5 -0.3 0.3961
H 0.766 8.895 8.713 0.1 -0.6 0.4 0.3532
H 1.162 10.263 9.778 -0.5 0.1 -0.4 0.3402
H 2.273 7.032 9.160 0.3 0.1 -0.6 0.2676
H 3.410 7.093 10.473 -0.3 0.2 0.2 0.2800
H 3.941 7.907 9.082 -0.5 -0.1 -0.8 0.2548
```
Positions in Å, forces in eV/Å.

Calculated values
**Strongest force on any atom**: 2.51 eV Å⁻¹
**Charge**: 0
**E_HOMO**: -8.28 eV
**Kohn-Sham gap**: 8.74 eV
**SMILES**: COCCNCCOC.COCCNCCOC.COCCNCCOC.COCCNCCOC.COCCNCCOC.COCCNCCOC.COCCNCCOC.COCCNCCOC.COCCNCCOC
**E_LUMO**: 0.46 eV



(4)
Below is the molecule C4H8O2, with properties calculated with ωB97M-V/def2-TZVPD.

```
14
Properties=species:S:1:pos:R:3:forces:R:3:mulliken_charge:R:1
C 1.575 -0.479 -1.336 0.0 0.0 -0.1 -1.1862
C 0.955 0.005 -0.034 0.0 0.0 0.0 -0.3628
C -0.556 0.046 -0.047 -0.2 -0.2 -0.2 0.7187
O -1.233 -0.301 -0.993 0.3 0.1 0.3 -0.6046
C -1.234 0.483 1.240 0.3 0.0 0.1 -0.5225
O -2.619 0.562 1.105 -0.2 -0.2 0.1 -0.5089
H 1.225 -1.485 -1.586 0.0 0.1 0.0 0.2942
H 2.666 -0.503 -1.249 -0.2 0.0 0.0 0.3729
H 1.307 0.179 -2.166 0.0 -0.1 0.1 0.2958
H 1.318 1.006 0.235 -0.1 -0.1 0.0 0.3165
H 1.241 -0.645 0.806 0.0 0.1 -0.1 0.3017
H -0.920 -0.228 2.027 -0.1 0.1 -0.1 0.2497
H -0.844 1.462 1.550 -0.1 -0.1 -0.1 0.2996
H -2.881 -0.102 0.447 0.1 0.3 0.0 0.3358
```
Positions in Å, forces in eV/Å.

Calculated values
**Strongest force on any atom**: 0.48 eV Å⁻¹
**Charge**: 0
**E_HOMO**: -10.02 eV
**Kohn-Sham gap**: 10.83 eV
**SMILES**: CCC(=O)CO
**E_LUMO**: 0.82 eV



no.,M (g mol⁻¹)
1,135.21
2,117.17
3,1198.72
4,88.11